Here is a molecular structure, C8H18BrGdNO from the Open Molecules 2025 dataset. Energies are from wB97M-V/def2-TZVPD.

Results
Energy, hartree: -3783.84549
Lowest unoccupied orbital energy (spin up / spin down), eV: -14.1194 / -16.3100
Multiplicity: 8
Charge: +3
<S²>: 15.8347
Frontier orbital gap (spin up / spin down), eV: 6.20 / 3.25
E_HOMO (spin up / spin down), eV: -20.316 / -19.556

Cartesian coordinates (Å):
C 3.4431 0.1479 0.7121
C 1.8993 0.2002 0.4526
C 1.6106 1.5835 -0.2361
C 1.4036 -0.8952 -0.5363
C 0.3229 -1.8940 0.0426
C -0.8040 -1.2205 0.8997
O -2.1494 -1.2642 0.2576
C -2.8813 -0.1640 0.7357
Br -4.8465 -0.5912 0.6442
C -2.6998 1.1774 -0.1233
N -1.8594 0.8742 -1.2824
H 3.9850 -0.2513 -0.1513
H 3.7714 1.1863 0.8510
H 3.6684 -0.3693 1.6487
H 1.4062 0.1453 1.4314
H 2.0582 1.5062 -1.2421
H 0.5185 1.6779 -0.3979
H 2.0404 2.4244 0.3072
H 1.0866 -0.4377 -1.5360
H 2.2846 -1.5046 -0.7933
H 0.7644 -2.7308 0.5924
H -0.1943 -2.3916 -0.8414
H -0.6141 -0.1675 1.1439
H -0.8774 -1.7949 1.8346
H -2.6847 0.0038 1.8053
H -2.1573 1.8729 0.5333
H -3.6604 1.6374 -0.3884
H -2.3412 0.2184 -1.9156
H -1.5174 1.7186 -1.7727
Gd -0.9760 -0.6978 -2.6757

Here is a molecular structure, C8H18BrHfN from the Open Molecules 2025 dataset. Energies are from wB97M-V/def2-TZVPD.

Results
Energy, hartree: -2990.23551
Lowest unoccupied orbital energy, eV: -19.0568
Multiplicity: 1
Charge: +4
Energy relative to the best compared isomer or geometry (same formula, charge and spin), kcal per mole: 44.2
Frontier orbital gap, eV: 1.64
E_HOMO, eV: -20.694

Cartesian coordinates (Å):
C 1.0233 -0.1079 -3.3894
C 0.3841 0.1957 -2.0135
C 0.7671 -0.8179 -0.8990
N 0.0855 -0.6074 0.4965
C 0.4015 0.8265 1.0706
C -1.3612 -1.0302 0.3733
C -1.8278 -1.4172 1.7492
C -0.6102 -1.9713 2.4280
C 0.5440 -1.8043 1.4070
H 2.0809 -0.1198 -3.1262
H 0.7657 0.5511 -4.2186
H 0.5731 -1.0699 -3.6344
H -0.6943 0.3389 -2.0817
H 0.7899 1.1555 -1.6940
H 1.8305 -0.6657 -0.7144
H 0.6232 -1.8739 -1.1276
H -0.3390 1.4617 0.5846
H 1.3971 1.2175 0.8606
H 0.1245 0.9388 2.1188
H -1.8666 -0.1085 0.0848
H -1.4556 -1.7441 -0.4450
H -2.2399 -0.5011 2.1725
H -2.6203 -2.1641 1.7032
H -0.2686 -1.4435 3.3185
H -0.7058 -3.0193 2.7119
H 1.5134 -1.5805 1.8524
H 0.4871 -2.7035 0.7935
Hf 1.9400 10.5614 -0.7924
Br -1.3418 7.5029 0.4108

Here is a molecular structure, C8H18CdO8 from the Open Molecules 2025 dataset. Energies are from wB97M-V/def2-TZVPD.

Results
Energy, hartree: -1084.99198
Lowest unoccupied orbital energy, eV: -4.5156
Multiplicity: 1
Energy relative to the best compared isomer or geometry (same formula, charge and spin), kcal per mole: 184.4
Frontier orbital gap, eV: 3.75
E_HOMO, eV: -8.266

Cartesian coordinates (Å):
Cd -0.1510 0.9910 -0.0466
C -5.8041 -0.1601 -0.6507
C -4.4306 0.2715 -0.4450
O -3.9859 0.1735 0.6598
O -3.7297 0.7105 -1.3905
H -6.5045 0.6048 -0.3157
H -6.1371 -0.9815 -0.0162
H -5.9859 -0.5102 -1.6669
C 4.1887 1.8669 -3.3871
C 3.0650 1.5191 -2.4279
O 1.8960 1.4728 -2.8981
O 3.1018 1.3140 -1.2126
H 4.2662 2.9126 -3.6850
H 4.3246 1.2745 -4.2919
H 5.0405 1.5850 -2.7682
C -0.5486 3.6777 3.1872
C 0.2168 2.4943 3.9193
O 0.1011 1.2744 3.3299
O -0.2135 3.5947 1.7723
H -0.0776 4.5442 3.6514
H -1.6051 3.5041 3.3915
H -0.1201 2.4906 4.9559
H 1.2717 2.6782 4.1228
H -0.3212 0.7024 3.9750
H -0.4463 4.3901 1.2877
C 1.7554 -4.7275 -0.8227
C 1.2496 -3.4239 -1.3851
O 0.3965 -2.8022 -0.5212
O 0.6726 -5.5550 -0.5537
H 2.2132 -4.3755 0.1017
H 2.5954 -5.0356 -1.4453
H 0.7421 -3.7480 -2.2937
H 2.1684 -2.8627 -1.5551
H -0.2546 -3.4745 -0.3073
H 1.0500 -6.3901 -0.2679

Here is a molecular structure, C8H18ClIMnO2PS from the Open Molecules 2025 dataset. Energies are from wB97M-V/def2-TZVPD.

Results
Energy, hartree: -3113.88343
Lowest unoccupied orbital energy (spin up / spin down), eV: -10.9154 / -10.0927
Multiplicity: 5
Charge: +2
<S²>: 6.2422
Frontier orbital gap (spin up / spin down), eV: 3.41 / 4.25
E_HOMO (spin up / spin down), eV: -14.330 / -14.342

Cartesian coordinates (Å):
C -3.8237 2.8660 -5.9667
C -3.6204 1.7363 -5.0045
H -4.6587 2.6302 -6.6374
H -2.9107 3.0143 -6.5476
H -4.0427 3.7796 -5.4084
O -4.2517 0.7186 -4.8915
I -1.9419 2.0922 -3.6675
Mn 0.3368 0.1356 -0.0871
P 1.5973 -0.9581 -1.6071
C 1.8157 -2.7588 -1.4849
C 1.0222 -0.6259 -3.2967
H 3.1618 0.8705 -1.5110
H 3.9251 -0.5904 -2.2300
H 3.6727 -0.4743 -0.4534
C 3.2579 -0.2223 -1.4403
H 0.8420 0.4515 -3.4135
H 1.7622 -0.9706 -4.0312
H 2.5438 -3.1178 -2.2251
H 0.8526 -3.2611 -1.6505
H 0.0684 -1.1464 -3.4609
H 2.1686 -3.0193 -0.4773
C -0.5912 -1.4640 0.2436
O -0.9922 -2.4495 0.7430
Cl -0.1035 2.1232 -1.0241
C 3.0541 0.4259 2.9721
S 1.5292 0.3870 1.9378
C 0.5616 1.7710 2.5443
H 3.7473 -0.3262 2.5824
H 2.7571 0.1658 3.9980
H 3.5155 1.4205 2.9354
H 0.1880 1.4989 3.5309
H 1.1647 2.6827 2.5642
H -0.2918 1.9418 1.8795

- energy of number 4 (C8H18ClIMnO2PS)?
  -3113.88343 hartree